(1)
C10H18N2 | ωB97M-V/def2-TZVPD

Last column: Mulliken charge in e.
CARTESIAN COORDINATES (ANGSTROEM)
C  0.240  0.243  1.284  -0.36
C  1.069  -0.827  0.585  -0.01
C  -1.265  -0.326  1.297  0.37
C  1.257  0.262  -0.431  -0.09
C  -2.326  0.365  2.019  -1.06
C  0.006  -1.936  0.257  -1.18
C  2.284  1.136  -2.562  -1.90
C  0.308  2.489  -0.167  -0.76
C  -2.477  -2.209  0.300  -0.85
C  2.171  0.100  -1.518  -0.08
N  0.487  1.088  0.163  0.04
N  -1.334  -1.458  0.696  0.04
H  0.478  0.768  2.129  0.76
H  -2.203  0.679  3.047  0.39
H  -3.330  -0.269  1.850  0.22
H  -2.569  1.155  1.220  0.34
H  2.013  -1.286  0.904  0.55
H  0.122  -2.222  -0.723  0.58
H  0.155  -2.776  0.823  0.59
H  2.691  1.945  -2.090  0.60
H  1.389  1.537  -2.918  0.48
H  2.988  0.926  -3.329  0.39
H  0.648  2.614  -1.171  0.26
H  -0.647  2.891  0.102  0.35
H  0.964  3.078  0.497  0.38
H  -2.632  -1.838  -0.705  0.42
H  -2.351  -3.279  0.411  0.31
H  -3.401  -1.978  0.839  0.32
H  3.099  0.032  -0.925  0.38
H  2.165  -0.904  -1.886  0.53

Computed properties:
ΔE to the lowest compared entry with this formula, charge and spin   82.4 kJ/mol
LUMO energy   -7.84 eV
Electronic energy   -500.63668 a.u.
Gap between HOMO and LUMO   11.139 eV
Net charge   +2
Highest occupied orbital energy   -18.9786 eV


(2)
C10H18N3 | ωB97M-V/def2-TZVPD

Last column: Mulliken charge in e.
CARTESIAN COORDINATES (ANGSTROEM)
C  0.803  -2.045  -1.761  -1.31
C  1.852  -1.343  -1.289  -0.01
C  -0.671  1.784  0.629  0.38
C  -0.553  -1.883  -1.188  0.13
C  -0.652  -1.134  0.102  -1.24
C  -1.348  -0.570  -1.131  -0.28
C  0.448  -0.401  0.733  1.10
C  -0.561  3.277  0.587  -1.22
C  -2.813  -0.595  -1.186  -1.15
C  0.900  -1.048  2.008  -1.29
N  0.387  1.045  0.722  -0.01
N  1.890  -0.397  -0.340  0.30
N  2.924  0.176  0.336  -1.13
H  1.011  -2.742  -2.489  0.50
H  2.816  -1.553  -1.850  0.30
H  -1.561  1.147  0.368  0.31
H  -1.125  -2.841  -1.232  0.40
H  -1.190  -1.649  0.798  0.76
H  -0.864  0.281  -1.750  0.49
H  -0.780  3.755  -0.468  0.28
H  -1.366  3.581  1.216  0.39
H  0.375  3.711  1.052  0.34
H  -3.132  -0.271  -2.314  0.29
H  -3.167  -0.001  -0.389  0.33
H  -3.209  -1.634  -1.062  0.29
H  0.152  -0.668  2.706  0.41
H  1.953  -0.651  2.278  0.35
H  0.685  -2.159  1.869  0.36
H  3.382  0.938  -0.216  0.25
H  3.768  -0.470  0.652  0.26
H  1.336  1.586  0.754  0.40

Computed properties:
ΔE to the lowest compared entry with this formula, charge and spin   599.7 kJ/mol
LUMO energy   -3.99 eV
Electronic energy   -555.69788 a.u.
Gap between HOMO and LUMO   7.067 eV
Net charge   +1
Highest occupied orbital energy   -11.0544 eV


(3)
C10H18N3O | ωB97M-V/def2-TZVPD

Last column: Mulliken charge in e.
CARTESIAN COORDINATES (ANGSTROEM)
C  1.913  -0.801  0.049  -0.35
C  0.814  -1.540  0.068  -0.67
C  0.782  -0.174  1.875  -0.15
C  -2.398  -1.964  -0.498  -0.17
C  -2.887  -0.621  0.030  -0.21
C  -1.241  -1.494  1.478  -0.53
C  3.301  1.888  0.480  -1.06
C  -0.673  1.117  -1.851  -0.71
C  3.059  0.871  1.532  -0.35
C  -2.190  0.921  -1.932  -0.58
N  1.913  0.039  1.131  0.20
N  0.093  -1.097  1.173  0.28
N  -2.664  0.602  -0.535  -0.12
O  -1.817  -2.520  0.689  -0.44
H  2.797  -0.916  -0.543  0.49
H  0.671  -2.468  -0.517  0.38
H  0.546  0.435  2.678  0.43
H  -3.122  -2.581  -1.027  0.40
H  -1.576  -1.676  -1.251  0.12
H  -3.860  -0.707  0.535  0.39
H  -1.310  -1.665  2.557  0.35
H  3.836  1.376  -0.318  0.31
H  4.066  2.549  0.798  0.41
H  2.326  2.225  0.088  0.26
H  -0.346  0.438  -1.006  -0.03
H  -0.297  0.913  -2.862  0.36
H  -0.345  2.081  -1.592  0.44
H  2.872  1.281  2.571  0.33
H  3.915  0.172  1.366  0.27
H  -2.603  1.915  -2.253  0.35
H  -2.254  0.100  -2.602  0.29
H  -3.322  1.304  -0.311  0.31

Computed properties:
ΔE to the lowest compared entry with this formula, charge and spin   584.0 kJ/mol
LUMO energy   -3.31 eV
Electronic energy   -630.94986 a.u.
Gap between HOMO and LUMO   7.229 eV
Net charge   +1
Highest occupied orbital energy   -10.5355 eV


(4)
C10H18NOSi | ωB97M-V/def2-TZVPD

Last column: Mulliken charge in e.
CARTESIAN COORDINATES (ANGSTROEM)
C  -4.548  -1.315  1.906  -0.33
C  -4.339  -2.332  1.028  -0.50
C  -3.601  -0.340  2.211  -0.61
C  -3.098  -2.352  0.379  -0.33
C  -2.387  -0.251  1.444  -0.32
C  -2.171  -1.344  0.637  0.73
C  4.421  2.319  -0.734  -1.17
C  3.736  0.965  -1.325  -0.26
C  3.162  0.095  -0.217  -0.71
C  -0.369  0.772  -1.150  -0.16
N  -0.429  1.659  0.054  -0.25
O  0.093  -2.144  -1.356  -0.49
Si  -0.799  -1.028  -0.611  0.15
H  -5.418  -1.340  2.536  0.35
H  -5.121  -3.075  0.909  0.39
H  -3.982  0.361  2.970  0.32
H  -2.837  -3.239  -0.257  0.24
H  -1.509  0.436  1.413  0.37
H  4.583  2.874  -1.632  0.37
H  3.685  2.921  -0.280  0.33
H  5.293  2.182  -0.140  0.35
H  2.892  1.184  -1.925  0.15
H  4.501  0.603  -1.936  0.36
H  2.457  0.630  0.408  0.14
H  3.983  -0.359  0.516  0.32
H  -1.203  1.048  -1.885  0.42
H  0.615  0.733  -1.669  0.03
H  2.565  -0.867  -0.510  0.15
H  -0.808  2.587  -0.091  0.32
H  0.516  1.670  0.459  0.29
H  0.115  -3.049  -1.149  0.36

Computed properties:
ΔE to the lowest compared entry with this formula, charge and spin   0.0 kJ/mol
Multiplicity   3
LUMO energy (alpha / beta)   -3.19 / -8.22 eV
Electronic energy   -810.90454 a.u.
Gap between HOMO and LUMO (alpha / beta)   6.406 / 4.583 eV
Net charge   +1
Highest occupied orbital energy (alpha / beta)   -9.5991 / -12.8017 eV